Molecular formula: C23H26BN2O
Method: DFT, wB97M-V/def2-TZVPD

The geometry in ORCA input format:
```
! wB97M-V def2-TZVPD RIJCOSX def2/J DEFGRID3
* xyz 1 1
C 4.671 4.580 3.525
O 3.309 4.980 3.336
C 2.340 4.027 3.204
C 1.009 4.508 3.077
C 0.000 3.628 2.734
N 0.234 2.295 2.447
B -0.869 1.397 1.710
H -0.515 0.577 0.588
C 1.466 1.812 2.755
C 2.544 2.634 3.102
H 5.187 5.464 3.881
H 4.744 3.795 4.277
H 5.081 4.304 2.563
H 0.828 5.581 3.183
H -1.029 3.980 2.613
H -1.294 0.538 2.465
H -1.650 2.206 1.225
H 1.575 0.719 2.663
H 3.510 2.136 3.229
C 2.090 1.157 -0.657
C 1.512 0.057 -1.463
N 1.904 -0.079 -2.770
C 1.263 -1.157 -3.374
C 0.361 -1.701 -2.399
C -0.368 -2.834 -2.792
C -0.190 -3.392 -4.084
C 0.740 -2.847 -4.980
C 1.491 -1.710 -4.628
C 0.505 -0.897 -1.171
C -0.245 -0.969 0.077
C -1.619 -1.485 0.094
C -2.452 -1.219 -1.016
C -3.669 -1.866 -1.175
C -4.078 -2.867 -0.279
C -5.264 -3.739 -0.611
C -3.368 -2.987 0.936
C -2.189 -2.250 1.148
H 1.332 1.568 0.036
H 2.960 0.820 -0.037
H 2.469 1.961 -1.318
H 2.565 0.544 -3.254
H -1.066 -3.276 -2.085
H -0.764 -4.269 -4.398
H 0.903 -3.299 -5.960
H 2.221 -1.249 -5.304
H 0.361 -1.177 1.005
H -2.089 -0.508 -1.771
H -4.294 -1.608 -2.047
H -5.507 -4.407 0.219
H -6.159 -3.139 -0.825
H -5.073 -4.345 -1.502
H -3.750 -3.677 1.700
H -1.673 -2.313 2.107
*
```

Properties
**Lowest unoccupied orbital energy**: -4.0 eV
**M**: 357.29 g mol⁻¹
**HOMO**: -10.635 eV
**Kohn-Sham gap**: 6.65 eV